[1]
# C17H29N2O5S2

C17H29N2O5S2 as an isolated structure (wB97M-V/def2-TZVPD, the Open Molecules 2025 dataset).

Each line ends with the Löwdin charge.
Element x y z (Å)
H -0.415 -1.663 0.513  0.09
H 1.563 0.541 1.445  0.09
C -2.157 -4.830 0.818  -0.11
H 5.251 5.732 1.581  0.06
C 1.690 5.144 -0.385  -0.03
H -6.187 -6.082 -3.286  0.09
O 5.047 2.342 -1.527  -0.35
C -1.007 -4.101 0.079  -0.24
C 0.832 6.813 1.139  -0.11
H -3.954 -3.675 -2.795  0.14
H -3.091 -4.300 0.615  0.03
H -7.414 -5.268 -1.184  0.08
C 1.666 -1.564 1.035  -0.23
O 2.973 3.289 -2.338  -0.34
C -6.535 -4.704 -0.882  -0.04
H 4.292 5.410 3.017  0.09
N 2.955 1.951 -0.146  -0.34
H -0.124 -1.903 2.215  0.11
N -5.683 -4.480 -2.037  -0.20
H 0.710 0.111 -0.036  0.09
C 0.169 -3.680 0.985  -0.20
H -2.287 -5.847 0.448  0.06
O 2.779 -0.076 -1.719  -0.35
H 0.071 -4.186 1.944  0.09
C -4.535 -3.793 -1.865  -0.33
H 4.896 4.845 -0.619  0.11
H 2.127 -1.571 2.019  0.11
H 4.513 3.850 0.750  0.10
H -0.300 5.946 -0.452  0.09
C 4.392 6.066 2.149  -0.05
C 2.926 5.154 0.265  -0.18
O -4.155 -3.345 -0.803  0.00
H 2.220 7.505 2.634  0.10
H -1.433 -3.249 -0.441  0.08
H -1.975 -4.880 1.889  0.06
H -5.991 -5.259 -0.117  0.09
C 1.578 -0.112 0.574  -0.27
S 3.026 0.369 -0.361  0.49
O 4.169 -0.274 0.251  -0.34
C -6.086 -4.995 -3.328  -0.06
H 1.096 -3.988 0.508  0.10
H 0.022 7.440 1.485  0.09
C 4.092 4.280 -0.155  -0.21
C 0.655 5.964 0.054  -0.09
H -0.625 -4.796 -0.668  0.09
H -6.843 -3.750 -0.454  0.09
H 4.558 7.063 2.547  0.07
C 2.058 6.842 1.796  -0.07
S 3.739 2.866 -1.187  0.50
H 1.529 4.482 -1.220  0.09
H -5.341 -4.741 -4.079  0.08
H 2.243 -2.185 0.357  0.10
C 0.249 -2.155 1.222  -0.20
H -7.045 -4.563 -3.624  0.09
C 3.097 6.009 1.370  -0.23

ΔE to the lowest compared entry with this formula, charge and spin in eV: 0.0000
HOMO-LUMO gap in eV: 7.2
E in Ha: -1947.29164
E_LUMO in eV: 2.0
E_HOMO in eV: -5.24
Charge: -1

***

[2]
# C12H34BBr2N2O6V

C12H34BBr2N2O6V as an isolated structure (wB97M-V/def2-TZVPD, the Open Molecules 2025 dataset).

Each line ends with the Löwdin charge.
Element x y z (Å)
H 22.034 29.676 -12.623  0.09
C 19.656 30.216 -13.644  -0.22
H 13.026 29.422 -4.569  0.08
H 12.376 34.698 -9.499  0.05
C 13.414 30.302 -5.082  -0.14
H 21.020 30.243 -11.266  0.06
H 18.604 35.042 -10.567  -0.05
H 19.846 29.743 -7.989  0.08
C 14.200 34.450 -8.337  -0.68
H 22.265 31.305 -11.968  0.10
H 16.606 29.717 -7.215  0.14
O 14.631 29.935 -5.649  -0.18
C 15.251 31.022 -6.321  -0.21
H 15.299 31.942 -5.711  0.13
O 17.251 29.830 -9.747  -0.37
H 14.808 34.354 -9.230  0.06
C 17.576 28.886 -12.924  -0.06
H 18.320 33.519 -9.268  -0.03
C 21.517 30.552 -12.186  -0.07
C 16.689 30.675 -6.687  -0.41
H 17.482 31.550 -12.841  0.12
H 17.876 31.492 -5.044  0.08
H 17.026 32.601 -7.290  0.10
V 17.371 31.401 -10.003  0.78
H 17.086 29.922 -4.722  0.07
C 20.349 30.633 -8.461  -0.41
H 18.499 29.953 -5.695  0.07
H 16.860 28.815 -12.108  0.07
Br 14.453 36.272 -7.677  0.60
B 18.279 33.890 -10.424  -0.42
H 17.993 27.896 -13.139  0.07
H 18.221 31.630 -7.681  0.07
H 14.715 31.188 -7.264  0.09
H 12.099 34.567 -7.817  0.03
O 20.640 31.076 -13.176  -0.19
H 14.585 33.722 -7.632  0.04
H 21.876 30.566 -6.905  0.06
H 19.075 33.220 -11.042  -0.04
H 20.367 31.501 -6.535  0.06
O 21.807 32.460 -7.622  -0.37
H 12.697 30.664 -5.828  0.07
H 17.054 29.160 -13.852  0.07
N 17.181 31.657 -7.654  0.03
H 20.049 29.250 -13.999  0.12
O 15.849 31.949 -10.154  -0.46
H 17.156 33.690 -10.836  -0.06
Br 12.357 32.299 -8.806  0.63
H 13.543 31.095 -4.330  0.08
H 21.094 30.195 -9.174  0.07
H 18.846 31.766 -12.048  0.06
C 21.161 31.323 -7.335  -0.57
C 17.600 30.532 -5.481  -0.06
O 19.432 31.363 -9.186  -0.39
H 19.149 29.446 -11.665  0.13
C 18.654 29.884 -12.532  -0.40
C 12.752 34.202 -8.607  -0.71
H 19.101 30.747 -14.419  0.13
N 18.014 31.150 -12.068  0.02

HOMO-LUMO gap in eV: 3.2
E in Ha: -7155.32663
E_LUMO in eV: 3.9
E_HOMO in eV: 0.64
Charge: -2